(1)
ORCA calculation (wB97M-V/def2-TZVPD) on a cluster of 2 separate species, C2H4FO3S2 in total.

```
! RIJCOSX wB97M-V def2-TZVPD def2/J DEFGRID3
* xyz -1 1
C -0.3401 0.1990 1.0343
C -0.8078 -1.5446 -1.2339
O 2.7540 -0.9329 1.4608
O 1.3740 -2.8360 2.2740
O 2.8161 -3.1726 0.3027
F -2.0219 -2.1217 -0.9262
S -0.5872 0.1700 -0.8729
S 2.0458 -2.2526 1.1059
H 0.7213 -0.0154 1.2507
H -0.9800 -0.6314 1.3555
H -0.6212 1.2145 1.4029
H -0.5278 -1.6389 -2.2529
*
```

Values from the calculation:
* E: -1200.52570 Ha
* energy above the lowest of the compared OMol25 structures with the same formula, charge and spin: 1.196 eV
* highest occupied orbital energy (alpha / beta): -0.135 / -0.193 hartree

***

(2)
ORCA calculation (wB97M-V/def2-TZVPD) on a cluster of 2 separate species, C3H8NO4 in total.

```
! RIJCOSX wB97M-V def2-TZVPD def2/J DEFGRID3
* xyz -1 1
O 0.4885 -2.2205 1.5209
C -0.5455 -1.5571 1.2798
O -1.7258 -1.6389 1.6517
C -0.3240 -0.3168 0.3193
C -1.4703 0.0925 -0.5468
O -1.3514 1.3484 -1.1410
N 0.9274 -0.4140 -0.4415
H -0.1108 0.4737 1.0661
H -2.4279 0.1256 0.0146
H -1.6472 -0.6940 -1.3559
H -0.6982 1.2591 -1.8450
H 0.8867 -1.1816 -1.0809
H 1.7208 -0.5998 0.1307
H 1.5242 1.7387 0.6932
H 2.3446 1.6260 -0.5812
O 2.4088 1.9588 0.3160
*
```

Values from the calculation:
* E: -474.88915 Ha
* energy above the lowest of the compared OMol25 structures with the same formula, charge and spin: 0.834 eV
* highest occupied orbital energy: -0.148 hartree

***

(3)
ORCA calculation (wB97M-V/def2-TZVPD) on a structure of composition C22H15I3O15.

```
! RIJCOSX wB97M-V def2-TZVPD def2/J DEFGRID3
* xyz 0 1
C -3.5519 0.7345 3.9335
C -3.2967 -0.7587 4.2631
I -4.9936 -2.0647 4.5129
C -2.0657 -1.2536 4.3712
I -0.3641 0.0507 4.1215
O -1.8963 -2.6295 4.6172
C -1.4229 -2.9002 5.8809
O -0.8386 -3.9080 6.0417
O -1.6733 -2.0175 6.9083
I 0.1396 -1.5829 7.7304
H -3.2407 0.8542 2.8698
H -4.6344 0.9609 4.0122
H -2.9152 1.4178 4.5232
C 3.5035 -1.8874 -0.6583
C 3.4768 -1.4557 0.6072
C 2.5032 -2.0072 1.6022
O 2.5274 -1.5963 2.7476
C 1.5547 -3.0194 1.1469
C 1.5795 -3.4481 -0.1198
C 2.5701 -2.9166 -1.1074
O 2.5650 -3.3510 -2.2443
O 0.7206 -4.3738 -0.5681
O 4.3186 -0.5116 1.0476
H 4.2028 -1.4989 -1.3857
H 0.8449 -3.3972 1.8705
H 0.9472 -4.5086 -1.5084
H 4.0965 -0.3806 1.9892
C -0.3032 4.0988 -1.0754
C -1.2708 3.7458 -0.2234
C -1.0350 2.7357 0.8558
O -1.9436 2.4622 1.6181
C 0.2849 2.1185 0.9401
C 1.2494 2.4704 0.0858
C 1.0209 3.4980 -0.9753
O 1.9378 3.7982 -1.7241
O 2.4709 1.9175 0.1385
O -2.4980 4.2775 -0.2915
H -0.4607 4.8284 -1.8578
H 0.4493 1.3742 1.7093
H 2.9836 2.3377 -0.5784
H -3.0057 3.8597 0.4305
C 0.6993 0.7848 -5.6127
C 0.6322 1.2705 -4.3676
C -0.4001 0.7810 -3.3935
O -0.4202 1.2316 -2.2608
C -1.3522 -0.2254 -3.8512
C -1.2842 -0.7058 -5.0974
C -0.2394 -0.2389 -6.0607
O -0.2077 -0.7198 -7.1776
O -2.1456 -1.6276 -5.5450
O 1.4862 2.2136 -3.9392
H 1.4383 1.1258 -6.3242
H -2.1015 -0.5573 -3.1459
H -1.8825 -1.8060 -6.4687
H 1.2407 2.4006 -3.0130
*
```

Values from the calculation:
* E: -2868.94189 Ha
* highest occupied orbital energy: -0.332 hartree

***

(4)
ORCA calculation (wB97M-V/def2-TZVPD) on the molecule C5H7NOS.

```
! RIJCOSX wB97M-V def2-TZVPD def2/J DEFGRID3
* xyz 0 1
C 1.9654 -1.9067 -0.2970
C 1.9627 -0.5714 -0.1494
C 0.7787 0.2796 0.0290
S 0.9375 1.9009 0.1152
C -0.5938 -0.3837 0.1485
O -0.7220 -1.4973 0.6348
N -1.6273 0.3398 -0.3202
C -2.9870 -0.1438 -0.1932
H 1.0664 -2.4964 -0.2381
H 2.8969 -2.4125 -0.4401
H 2.9043 -0.0133 -0.1867
H -1.4615 1.2931 -0.5346
H -2.9954 -1.2174 -0.3590
H -3.6019 0.3638 -0.9450
H -3.3974 0.0249 0.7962
*
```

Values from the calculation:
* SMILES: C=CC(=S)C(=O)NC
* E: -722.87904 Ha
* energy above the lowest of the compared OMol25 structures with the same formula, charge and spin: 1.062 eV
* highest occupied orbital energy: -0.331 hartree

***

(5)
ORCA calculation (wB97M-V/def2-TZVPD) on a cluster of 2 separate species, C5H10O2 in total.

```
! RIJCOSX wB97M-V def2-TZVPD def2/J DEFGRID3
* xyz 0 1
C 1.7870 0.2910 -1.1092
C 0.9110 0.1403 0.1263
O 0.2728 1.3453 0.4952
C -1.0907 1.3501 0.0729
C -1.5191 -0.1071 -0.0927
C -0.2029 -0.8588 -0.1644
O -0.0494 -2.0193 -0.4538
H 2.5672 1.0329 -0.9263
H 1.1843 0.6159 -1.9645
H 2.2497 -0.6707 -1.3499
H 1.5162 -0.1923 0.9776
H -1.1955 1.9023 -0.8706
H -1.6550 1.8781 0.8453
H -2.1045 -0.4810 0.7539
H -2.0847 -0.3033 -1.0068
H -0.3386 -1.6972 2.5894
H -0.2476 -2.2262 2.0776
*
```

Values from the calculation:
* SMILES: C[C@H]1OCCC1=O.[H][H]
* E: -346.94436 Ha
* energy above the lowest of the compared OMol25 structures with the same formula, charge and spin: 2.206 eV
* highest occupied orbital energy: -0.354 hartree

***

(6)
ORCA calculation (wB97M-V/def2-TZVPD) on a structure of composition C18H17Cl44FNO8PSi2.

```
! RIJCOSX wB97M-V def2-TZVPD def2/J DEFGRID3
* xyz 0 1
C -6.6953 -1.5754 -1.5394
C -7.0252 -1.6347 -0.0656
O -6.4693 -0.5390 0.6438
C -5.6048 -0.9073 1.6877
C -4.1701 -0.8309 1.2295
O -3.7775 0.5267 1.1804
C -2.8409 0.8032 0.1496
Si -3.8108 1.4463 -1.3440
O -2.8239 1.4664 -2.7053
Si -3.3408 0.5465 -3.9777
C -3.2366 -1.3392 -3.5827
O -3.8633 -2.1269 -4.2405
N -2.3282 -1.7277 -2.4863
C -2.7342 -2.8225 -1.7359
O -3.8460 -3.2566 -1.5652
F -1.6661 -3.3409 -1.1052
P -4.7213 3.4473 -0.8990
O -5.9123 3.2899 -0.0539
O -3.5909 4.2864 -0.1507
O -5.0286 4.2412 -2.2513
H -5.6415 -1.7474 -1.7200
H -7.2829 -2.3094 -2.0696
H -6.9322 -0.5965 -1.9397
H -8.1034 -1.5634 0.0289
H -6.6684 -2.5874 0.3105
H -5.8237 -1.8951 2.0827
H -5.7188 -0.1969 2.4989
H -4.1175 -1.3171 0.2557
H -3.5061 -1.3471 1.9220
H -2.1051 1.5230 0.4758
H -2.3357 -0.1079 -0.1597
H -4.9309 0.5189 -1.5743
H -4.7398 0.8409 -4.3222
H -2.4724 0.7466 -5.1516
H -1.4398 -1.9614 -2.9248
H -3.9288 4.3866 0.7500
H -5.8256 3.8782 -2.6449
C 1.3049 0.7833 -0.6643
Cl 2.8848 0.8146 -1.4565
Cl 0.5929 2.3995 -0.7118
Cl 0.2480 -0.3515 -1.5162
Cl 1.4854 0.2624 1.0096
C 5.3921 1.9503 1.7146
Cl 6.4061 2.0851 0.2768
Cl 6.2372 2.6394 3.1022
Cl 3.8713 2.8008 1.4391
Cl 5.0606 0.2394 2.0202
C 8.1222 -0.2866 -2.7521
Cl 8.9626 -0.4500 -1.2091
Cl 6.4827 0.3085 -2.4617
Cl 8.9831 0.8630 -3.7755
Cl 8.0470 -1.8586 -3.5533
C 7.8525 -0.6606 5.0423
Cl 8.8465 -1.0028 6.4622
Cl 6.2942 -0.0227 5.5716
Cl 8.6852 0.5139 4.0107
Cl 7.5871 -2.1418 4.1228
C 7.8319 3.6317 -6.3400
Cl 9.2320 4.2316 -5.4436
Cl 8.3232 2.2669 -7.3480
Cl 6.5919 3.1034 -5.2018
Cl 7.1899 4.9199 -7.3623
C 7.8808 -4.3582 0.4519
Cl 8.1410 -5.4066 1.8539
Cl 6.9007 -2.9695 0.9274
Cl 9.4415 -3.8010 -0.1549
Cl 7.0461 -5.2644 -0.8129
C 6.5262 -5.3922 6.8635
Cl 6.9981 -5.4889 5.1651
Cl 7.9730 -5.2656 7.8680
Cl 5.5166 -3.9633 7.1050
Cl 5.6211 -6.8409 7.3100
C -3.0249 6.6576 2.9150
Cl -1.7544 5.9251 1.9331
Cl -4.4454 5.5988 2.9205
Cl -2.4460 6.8703 4.5691
Cl -3.4677 8.2251 2.2365
C 0.7347 -5.5642 -3.1820
Cl 0.3332 -3.9724 -3.8588
Cl 0.9182 -6.7174 -4.5042
Cl 2.2501 -5.4450 -2.2866
Cl -0.5518 -6.0983 -2.1023
C -8.4867 -2.5698 -5.3950
Cl -8.8230 -4.2086 -5.9594
Cl -8.7625 -1.4254 -6.7128
Cl -9.5629 -2.1801 -4.0486
Cl -6.8064 -2.4634 -4.8653
C -1.1113 6.5288 8.8058
Cl -1.6779 4.9639 8.2167
Cl -1.3953 7.7562 7.5663
Cl -1.9907 6.9622 10.2735
Cl 0.6163 6.4380 9.1572
*
```

Values from the calculation:
* E: -22621.42330 Ha
* highest occupied orbital energy: -0.341 hartree

***

(7)
ORCA calculation (wB97M-V/def2-TZVPD) on the molecule C4H8O2.

```
! RIJCOSX wB97M-V def2-TZVPD def2/J DEFGRID3
* xyz 0 1
O -1.1332 -1.5733 0.6875
C -0.4998 -0.5877 1.4665
C 0.6302 0.1267 0.7177
C 0.1829 0.8859 -0.5216
C 0.4125 0.3466 -1.8637
O -0.8904 0.3264 -1.2929
H -1.4250 -1.1300 -0.1244
H -1.2202 0.1498 1.8574
H -0.0681 -1.1071 2.3291
H 1.1159 0.8366 1.3985
H 1.3816 -0.6214 0.4415
H 0.0923 1.9682 -0.4242
H 0.8895 -0.6298 -1.9521
H 0.5319 1.0090 -2.7194
*
```

Values from the calculation:
* SMILES: OCC[C@H]1CO1
* E: -307.63558 Ha
* energy above the lowest of the compared OMol25 structures with the same formula, charge and spin: 2.091 eV
* highest occupied orbital energy: -0.369 hartree

***

(8)
ORCA calculation (wB97M-V/def2-TZVPD) on the molecule C3H6N4O.

```
! RIJCOSX wB97M-V def2-TZVPD def2/J DEFGRID3
* xyz 0 1
C 0.8625 0.7444 -0.8951
C -1.3916 0.4482 -1.2577
C -0.0987 -1.1763 1.4270
N -0.0857 0.7795 -1.6672
N -1.4727 0.1877 0.0915
N -0.4136 0.1481 0.9437
N 2.1146 0.9860 -0.6680
O -2.3422 0.4470 -1.9957
H -0.2813 -1.9704 0.6905
H 0.9540 -1.1981 1.7115
H -0.6942 -1.3891 2.3244
H -2.2929 -0.3688 0.3202
H 2.6495 1.6043 -1.2650
H 2.4924 0.7577 0.2400
*
```

Values from the calculation:
* E: -412.06647 Ha
* energy above the lowest of the compared OMol25 structures with the same formula, charge and spin: 3.877 eV
* highest occupied orbital energy (alpha / beta): -0.284 / -0.284 hartree